This record from OMol25 describes C6H18CuIO10S as an isolated structure. The level of theory is ωB97M-V with the def2-TZVPD basis set.

Summary:
- Gap between HOMO and LUMO (alpha / beta): 6.3736 / 5.0071 eV
- Highest occupied orbital energy (alpha / beta): -4.48 / -3.75 eV
- LUMO (alpha / beta): 1.898 / 1.259 eV

The geometry in ORCA input format:
```
! RIJCOSX wB97M-V def2-TZVPD def2/J DEFGRID3
* xyz -1 2
Cu 19.09 -2.98 -4.31
S 21.45 -0.95 -5.76
O 20.70 -2.12 -5.22
O 22.48 -0.53 -4.82
O 22.00 -1.33 -7.06
O 20.44 0.08 -6.03
I 17.23 -2.49 -6.43
C 17.76 -4.99 -2.08
C 16.86 -4.91 -0.84
O 17.11 -3.75 -0.05
O 17.68 -3.84 -2.88
H 17.49 -5.94 -2.57
H 18.79 -5.17 -1.76
H 16.94 -5.77 -0.18
H 15.85 -4.96 -1.29
H 16.31 -3.61 0.46
H 16.72 -3.74 -3.02
C 19.78 -0.74 -2.44
C 20.22 -1.92 -1.55
O 20.52 -3.10 -2.32
O 18.64 -0.97 -3.29
H 20.62 -0.48 -3.10
H 19.57 0.09 -1.76
H 19.51 -2.21 -0.77
H 21.13 -1.63 -1.01
H 20.87 -3.78 -1.74
H 17.96 -0.40 -2.93
C 19.75 -7.02 -5.33
C 19.84 -5.61 -5.86
O 20.16 -4.79 -4.70
O 19.43 -7.97 -6.38
H 18.90 -7.14 -4.66
H 20.67 -7.39 -4.87
H 18.86 -5.24 -6.18
H 20.56 -5.39 -6.65
H 20.96 -5.10 -4.27
H 20.11 -7.89 -7.06
*
```

Atom-resolved charges from Löwdin, all expressed in e: atom 1 (Cu): 0.17, atom 2 (S): 0.19, atom 3 (O): -0.35, atom 4 (O): -0.38, atom 5 (O): -0.35, atom 6 (O): -0.34, atom 7 (I): -0.08, atom 8 (C): -0.24, atom 9 (C): -0.24, atom 10 (O): -0.05, atom 11 (O): -0.10, atom 12 (H): 0.12, atom 13 (H): 0.12, atom 14 (H): 0.12, atom 15 (H): 0.12, atom 16 (H): 0.09, atom 17 (H): 0.11, atom 18 (C): -0.18, atom 19 (C): -0.19, atom 20 (O): -0.09, atom 21 (O): -0.10, atom 22 (H): 0.10, atom 23 (H): 0.12, atom 24 (H): 0.11, atom 25 (H): 0.12, atom 26 (H): 0.09, atom 27 (H): 0.10, atom 28 (C): -0.23, atom 29 (C): -0.17, atom 30 (O): -0.13, atom 31 (O): -0.08, atom 32 (H): 0.12, atom 33 (H): 0.12, atom 34 (H): 0.07, atom 35 (H): 0.14, atom 36 (H): 0.10, atom 37 (H): 0.08

This record from OMol25 describes C6H18CuO10S as an isolated structure. The level of theory is ωB97M-V with the def2-TZVPD basis set.

Summary:
- Gap between HOMO and LUMO (alpha / beta): 9.6636 / 5.6549 eV
- Highest occupied orbital energy (alpha / beta): -12.93 / -12.53 eV
- LUMO (alpha / beta): -3.266 / -6.877 eV

The geometry in ORCA input format:
```
! RIJCOSX wB97M-V def2-TZVPD def2/J DEFGRID3
* xyz 1 3
Cu -21.21 9.85 10.04
S -17.99 10.60 8.88
O -17.39 11.72 9.56
O -19.32 10.29 9.39
O -18.11 10.88 7.43
O -17.10 9.44 9.18
C -20.21 7.03 8.88
C -21.49 7.30 8.09
O -21.76 8.68 8.18
O -20.10 7.64 10.21
H -19.55 7.63 8.24
H -19.96 5.97 8.82
H -22.11 6.67 8.73
H -21.36 6.98 7.06
H -22.25 8.88 7.38
H -19.44 7.09 10.62
C -24.23 10.27 10.53
C -24.04 8.87 11.24
O -22.69 8.74 11.59
O -23.38 10.59 9.49
H -24.15 11.06 11.27
H -25.26 10.20 10.19
H -24.48 8.12 10.60
H -24.63 8.99 12.16
H -22.73 8.25 12.41
H -23.93 10.86 8.76
C -20.86 13.01 10.06
C -21.31 12.60 11.40
O -20.97 11.27 11.77
O -21.27 12.22 9.06
H -19.77 13.09 10.07
H -21.18 14.03 9.84
H -22.38 12.78 11.38
H -21.08 13.30 12.20
H -21.22 11.35 12.69
H -20.96 12.65 8.25
*
```

Atom-resolved charges from Löwdin, all expressed in e: atom 1 (Cu): 0.92, atom 2 (S): 0.29, atom 3 (O): -0.16, atom 4 (O): -0.38, atom 5 (O): -0.23, atom 6 (O): -0.15, atom 7 (C): -0.18, atom 8 (C): -0.21, atom 9 (O): -0.06, atom 10 (O): -0.07, atom 11 (H): 0.12, atom 12 (H): 0.14, atom 13 (H): 0.13, atom 14 (H): 0.15, atom 15 (H): 0.13, atom 16 (H): 0.11, atom 17 (C): -0.22, atom 18 (C): -0.19, atom 19 (O): -0.06, atom 20 (O): -0.06, atom 21 (H): 0.12, atom 22 (H): 0.14, atom 23 (H): 0.13, atom 24 (H): 0.13, atom 25 (H): 0.12, atom 26 (H): 0.13, atom 27 (C): -0.29, atom 28 (C): -0.21, atom 29 (O): -0.03, atom 30 (O): -0.05, atom 31 (H): 0.13, atom 32 (H): 0.15, atom 33 (H): 0.12, atom 34 (H): 0.15, atom 35 (H): 0.12, atom 36 (H): 0.13

This record from OMol25 describes C6H18F6InN3O15S6 as an isolated structure. The level of theory is ωB97M-V with the def2-TZVPD basis set.

Summary:
- Gap between HOMO and LUMO: 1.4181 eV
- Highest occupied orbital energy: -10.32 eV
- LUMO: -8.898 eV

The geometry in ORCA input format:
```
! RIJCOSX wB97M-V def2-TZVPD def2/J DEFGRID3
* xyz 0 1
In -0.19 1.73 0.41
N -2.87 0.95 -3.68
S -4.19 1.51 -4.14
O -5.34 0.83 -3.47
O -4.28 2.03 -5.49
F -4.03 2.79 -3.24
S -2.81 -0.20 -5.05
O -2.05 0.24 -6.18
O -3.91 -1.15 -5.23
F -1.69 -1.17 -4.33
N 3.29 -0.52 2.95
S 4.75 -0.54 3.57
O 5.37 -1.80 3.79
O 5.27 0.60 4.32
F 5.61 -0.21 2.22
S 2.85 -1.57 4.21
O 2.97 -1.17 5.61
O 2.72 -3.00 3.93
F 1.30 -1.03 4.06
N -3.00 3.24 3.97
S -4.38 3.84 4.14
O -4.42 5.28 4.11
O -5.31 3.13 4.98
F -4.77 3.45 2.69
S -2.66 3.16 5.64
O -2.97 1.84 6.21
O -2.68 4.33 6.45
F -1.06 2.88 5.45
C -5.32 -2.86 2.19
C -3.95 -2.47 2.70
O -3.07 -2.28 1.57
H -5.72 -1.90 1.85
H -5.97 -3.12 3.03
H -5.19 -3.62 1.43
H -3.66 -3.32 3.31
H -3.96 -1.59 3.34
H -3.06 -3.18 1.21
C 4.39 -3.09 -2.99
C 3.19 -3.36 -2.10
O 2.88 -2.03 -1.64
H 5.18 -2.58 -2.45
H 4.13 -2.61 -3.94
H 4.83 -4.06 -3.23
H 3.46 -3.91 -1.20
H 2.45 -3.93 -2.66
H 3.22 -2.00 -0.74
C 4.45 2.07 -4.63
C 3.17 2.64 -4.16
O 3.28 3.10 -2.84
H 5.09 2.95 -4.64
H 4.49 1.51 -5.57
H 4.89 1.39 -3.90
H 2.45 1.82 -4.23
H 2.74 3.36 -4.85
H 4.10 3.59 -2.77
*
```

Atom-resolved charges from Löwdin, all expressed in e: atom 1 (In): 0.96, atom 2 (N): -0.14, atom 3 (S): 0.44, atom 4 (O): -0.19, atom 5 (O): -0.20, atom 6 (F): -0.17, atom 7 (S): 0.64, atom 8 (O): -0.22, atom 9 (O): -0.23, atom 10 (F): -0.22, atom 11 (N): -0.17, atom 12 (S): 0.46, atom 13 (O): -0.21, atom 14 (O): -0.22, atom 15 (F): -0.23, atom 16 (S): 0.58, atom 17 (O): -0.23, atom 18 (O): -0.23, atom 19 (F): -0.25, atom 20 (N): -0.15, atom 21 (S): 0.40, atom 22 (O): -0.17, atom 23 (O): -0.19, atom 24 (F): -0.15, atom 25 (S): 0.62, atom 26 (O): -0.22, atom 27 (O): -0.19, atom 28 (F): -0.21, atom 29 (C): -0.09, atom 30 (C): -0.32, atom 31 (O): -0.07, atom 32 (H): 0.08, atom 33 (H): 0.08, atom 34 (H): 0.08, atom 35 (H): 0.11, atom 36 (H): 0.11, atom 37 (H): 0.08, atom 38 (C): -0.10, atom 39 (C): -0.29, atom 40 (O): -0.10, atom 41 (H): 0.08, atom 42 (H): 0.08, atom 43 (H): 0.07, atom 44 (H): 0.11, atom 45 (H): 0.11, atom 46 (H): 0.07, atom 47 (C): -0.10, atom 48 (C): -0.37, atom 49 (O): -0.07, atom 50 (H): 0.08, atom 51 (H): 0.08, atom 52 (H): 0.08, atom 53 (H): 0.11, atom 54 (H): 0.11, atom 55 (H): 0.08

This record from OMol25 describes C6H18FO6Sr as an isolated structure. The level of theory is ωB97M-V with the def2-TZVPD basis set.

Summary:
- Gap between HOMO and LUMO: 3.9820 eV
- Highest occupied orbital energy: -10.21 eV
- LUMO: -6.229 eV

The geometry in ORCA input format:
```
! RIJCOSX wB97M-V def2-TZVPD def2/J DEFGRID3
* xyz 1 1
Sr 2.58 -0.86 0.43
F 5.84 1.57 -1.16
C 0.81 -3.89 -3.66
C -0.07 -4.25 -2.46
O 0.76 -4.58 -1.35
O 1.55 -2.75 -3.54
H 0.12 -3.68 -4.47
H 1.37 -4.79 -3.92
H -0.66 -5.13 -2.70
H -0.71 -3.39 -2.29
H 1.20 -5.43 -1.45
H 1.98 -2.49 -4.35
C -2.35 4.60 -2.32
C -2.03 3.05 -2.23
O -1.44 2.59 -1.05
O -3.19 4.84 -1.12
H -2.87 4.88 -3.23
H -1.49 5.27 -2.33
H -1.48 2.84 -3.15
H -2.98 2.53 -2.30
H -1.99 2.82 -0.30
H -3.82 5.46 -1.47
C 1.11 0.74 5.25
C 0.72 -0.74 5.35
O 0.23 -1.01 4.03
O 1.97 1.13 4.20
H 1.51 1.03 6.22
H 0.19 1.33 5.26
H -0.10 -0.88 6.06
H 1.61 -1.32 5.59
H -0.55 -1.56 4.14
H 2.17 2.06 4.35
*
```

Atom-resolved charges from Löwdin, all expressed in e: atom 1 (Sr): 1.71, atom 2 (F): -0.78, atom 3 (C): -0.30, atom 4 (C): -0.22, atom 5 (O): -0.09, atom 6 (O): -0.05, atom 7 (H): 0.13, atom 8 (H): 0.12, atom 9 (H): 0.13, atom 10 (H): 0.12, atom 11 (H): 0.09, atom 12 (H): 0.11, atom 13 (C): -0.17, atom 14 (C): -0.26, atom 15 (O): -0.07, atom 16 (O): -0.10, atom 17 (H): 0.11, atom 18 (H): 0.11, atom 19 (H): 0.11, atom 20 (H): 0.11, atom 21 (H): 0.08, atom 22 (H): 0.07, atom 23 (C): -0.26, atom 24 (C): -0.20, atom 25 (O): -0.10, atom 26 (O): -0.07, atom 27 (H): 0.12, atom 28 (H): 0.12, atom 29 (H): 0.13, atom 30 (H): 0.12, atom 31 (H): 0.08, atom 32 (H): 0.10

This record from OMol25 describes a 4-piece molecular cluster, C6H18IO6 overall. The level of theory is ωB97M-V with the def2-TZVPD basis set.

Summary:
- Gap between HOMO and LUMO: 7.7831 eV
- Highest occupied orbital energy: -4.76 eV
- LUMO: 3.025 eV

The geometry in ORCA input format:
```
! RIJCOSX wB97M-V def2-TZVPD def2/J DEFGRID3
* xyz -1 1
I 0.15 -11.12 21.06
C -0.88 -13.79 23.99
C -0.70 -14.96 22.99
O 0.04 -16.13 23.48
O 0.34 -13.14 24.18
H -1.21 -14.00 25.01
H -1.48 -12.95 23.65
H -0.20 -14.47 22.16
H -1.68 -15.27 22.63
H 0.18 -16.74 22.76
H 0.50 -12.75 23.32
C -1.53 -7.50 19.42
C -0.97 -8.15 18.11
O -0.23 -7.28 17.33
O -0.56 -7.55 20.49
H -2.41 -8.02 19.81
H -1.83 -6.47 19.26
H -1.83 -8.53 17.55
H -0.36 -9.03 18.31
H -0.85 -6.60 17.05
H -0.39 -8.48 20.65
C -5.27 -10.50 22.05
C -3.76 -10.23 22.16
O -3.05 -11.43 22.52
O -5.46 -11.42 20.97
H -5.79 -9.56 21.88
H -5.74 -10.91 22.94
H -3.60 -9.41 22.86
H -3.34 -9.87 21.22
H -2.17 -11.44 22.13
H -5.29 -12.31 21.30
*
```

Atom-resolved charges from Löwdin, all expressed in e: atom 1 (I): -0.09, atom 2 (C): -0.27, atom 3 (C): -0.20, atom 4 (O): -0.09, atom 5 (O): -0.12, atom 6 (H): 0.12, atom 7 (H): 0.09, atom 8 (H): 0.09, atom 9 (H): 0.10, atom 10 (H): 0.06, atom 11 (H): -0.06, atom 12 (C): -0.21, atom 13 (C): -0.27, atom 14 (O): -0.06, atom 15 (O): -0.14, atom 16 (H): 0.09, atom 17 (H): 0.11, atom 18 (H): 0.11, atom 19 (H): 0.09, atom 20 (H): 0.08, atom 21 (H): -0.10, atom 22 (C): -0.24, atom 23 (C): -0.24, atom 24 (O): -0.14, atom 25 (O): -0.08, atom 26 (H): 0.11, atom 27 (H): 0.11, atom 28 (H): 0.11, atom 29 (H): 0.10, atom 30 (H): -0.13, atom 31 (H): 0.08

This record from OMol25 describes C6H18Li3NO3 as an isolated structure. The level of theory is ωB97M-V with the def2-TZVPD basis set.

Summary:
- Gap between HOMO and LUMO: 7.9965 eV
- Highest occupied orbital energy: -8.29 eV
- LUMO: -0.289 eV

The geometry in ORCA input format:
```
! RIJCOSX wB97M-V def2-TZVPD def2/J DEFGRID3
* xyz 0 1
Li 2.18 2.16 2.89
Li 1.22 0.85 0.68
Li 3.67 -0.27 0.98
O 0.69 2.56 1.60
H 0.87 3.16 0.85
O 2.32 0.22 2.33
H 2.16 -0.08 3.25
O 2.81 0.66 -0.54
H 2.86 0.74 -1.52
C 0.01 1.64 -1.85
C -1.13 0.88 -1.08
N -0.58 -0.13 -0.17
C -0.09 -1.35 -0.93
C -1.15 -2.11 -1.69
C -1.62 -0.45 0.81
C -1.03 -1.26 1.96
H 0.62 2.27 -1.20
H -0.61 2.26 -2.51
H 0.65 1.00 -2.45
H -1.66 1.65 -0.51
H -1.90 0.46 -1.72
H 0.73 -1.03 -1.58
H 0.37 -2.03 -0.22
H -1.80 -1.57 -2.38
H -0.60 -2.82 -2.30
H -1.86 -2.66 -1.07
H -2.46 -0.95 0.34
H -2.04 0.47 1.22
H -0.11 -0.77 2.28
H -0.81 -2.29 1.71
H -1.72 -1.22 2.81
*
```

Atom-resolved charges from Löwdin, all expressed in e: atom 1 (Li): 0.75, atom 2 (Li): 0.59, atom 3 (Li): 0.74, atom 4 (O): -0.61, atom 5 (H): -0.10, atom 6 (O): -0.64, atom 7 (H): -0.07, atom 8 (O): -0.60, atom 9 (H): -0.08, atom 10 (C): -0.07, atom 11 (C): -0.25, atom 12 (N): -0.22, atom 13 (C): -0.22, atom 14 (C): -0.10, atom 15 (C): -0.27, atom 16 (C): -0.07, atom 17 (H): 0.05, atom 18 (H): 0.07, atom 19 (H): 0.06, atom 20 (H): 0.11, atom 21 (H): 0.10, atom 22 (H): 0.10, atom 23 (H): 0.11, atom 24 (H): 0.07, atom 25 (H): 0.08, atom 26 (H): 0.07, atom 27 (H): 0.11, atom 28 (H): 0.12, atom 29 (H): 0.05, atom 30 (H): 0.07, atom 31 (H): 0.07

This record from OMol25 describes C6H18Li4NO3 as an isolated structure. The level of theory is ωB97M-V with the def2-TZVPD basis set.

Summary:
- Gap between HOMO and LUMO: 7.4563 eV
- Highest occupied orbital energy: -12.01 eV
- LUMO: -4.551 eV

The geometry in ORCA input format:
```
! RIJCOSX wB97M-V def2-TZVPD def2/J DEFGRID3
* xyz 1 1
Li -3.21 1.79 0.52
Li -2.13 2.59 -1.92
Li -0.79 0.88 -0.12
Li -1.16 3.37 0.59
O -2.47 0.75 -1.22
H -3.30 0.52 -1.69
O -0.33 2.61 -0.99
H 0.61 2.56 -1.26
O -1.51 1.66 1.53
H -1.47 1.61 2.50
C 0.24 -0.98 -2.39
C 1.23 -0.95 -1.25
N 0.61 -0.72 0.05
C 1.60 -0.33 1.06
C 2.19 1.16 1.03
C -0.09 -1.98 0.41
C -0.85 -1.96 1.74
H -0.52 -1.75 -2.49
H 0.69 -1.10 -3.37
H -0.26 -0.01 -2.43
H 1.75 -1.91 -1.25
H 1.95 -0.16 -1.47
H 2.52 -0.90 0.95
H 1.23 -0.44 2.08
H 2.53 1.47 0.04
H 3.02 1.42 1.68
H 1.38 1.86 1.22
H -0.84 -2.16 -0.36
H 0.59 -2.83 0.46
H -1.49 -1.10 1.95
H -1.54 -2.79 1.84
H -0.19 -2.18 2.58
*
```

Atom-resolved charges from Löwdin, all expressed in e: atom 1 (Li): 0.75, atom 2 (Li): 0.76, atom 3 (Li): 0.58, atom 4 (Li): 0.74, atom 5 (O): -0.60, atom 6 (H): -0.05, atom 7 (O): -0.63, atom 8 (H): -0.04, atom 9 (O): -0.63, atom 10 (H): -0.03, atom 11 (C): -0.09, atom 12 (C): -0.25, atom 13 (N): -0.23, atom 14 (C): -0.21, atom 15 (C): -0.06, atom 16 (C): -0.22, atom 17 (C): -0.08, atom 18 (H): 0.08, atom 19 (H): 0.08, atom 20 (H): 0.04, atom 21 (H): 0.12, atom 22 (H): 0.12, atom 23 (H): 0.12, atom 24 (H): 0.11, atom 25 (H): 0.06, atom 26 (H): 0.08, atom 27 (H): 0.03, atom 28 (H): 0.11, atom 29 (H): 0.13, atom 30 (H): 0.06, atom 31 (H): 0.08, atom 32 (H): 0.07

This record from OMol25 describes a 2-piece molecular cluster, C6H18N overall. The level of theory is ωB97M-V with the def2-TZVPD basis set.

Summary:
- Gap between HOMO and LUMO: 10.1488 eV
- Highest occupied orbital energy: -13.95 eV
- LUMO: -3.804 eV

The geometry in ORCA input format:
```
! RIJCOSX wB97M-V def2-TZVPD def2/J DEFGRID3
* xyz 1 1
C -1.11 -3.03 -1.52
C -0.85 -1.73 -2.28
C 0.39 -1.00 -1.79
H -0.22 -3.66 -1.51
H -1.97 -3.56 -1.94
H -1.40 -2.85 -0.49
H -1.74 -1.09 -2.17
H -0.78 -1.96 -3.34
H 0.53 -0.02 -2.25
H 0.32 -0.83 -0.71
H 1.30 -1.58 -1.96
C 0.51 0.83 1.71
C 0.29 2.20 1.10
C -0.21 2.07 -0.34
N 0.99 1.01 3.18
H -0.39 0.23 1.81
H 1.33 0.26 1.28
H 1.21 2.79 1.16
H -0.45 2.75 1.68
H 0.57 1.68 -0.98
H -0.99 1.31 -0.37
H -0.58 3.00 -0.76
H 1.81 1.61 3.18
H 0.25 1.45 3.73
H 1.21 0.12 3.60
*
```

Atom-resolved charges from Löwdin, all expressed in e: atom 1 (C): -0.12, atom 2 (C): -0.31, atom 3 (C): -0.13, atom 4 (H): 0.07, atom 5 (H): 0.07, atom 6 (H): 0.06, atom 7 (H): 0.10, atom 8 (H): 0.11, atom 9 (H): 0.06, atom 10 (H): 0.04, atom 11 (H): 0.08, atom 12 (C): -0.14, atom 13 (C): -0.24, atom 14 (C): -0.08, atom 15 (N): 0.19, atom 16 (H): 0.14, atom 17 (H): 0.13, atom 18 (H): 0.12, atom 19 (H): 0.12, atom 20 (H): 0.06, atom 21 (H): 0.08, atom 22 (H): 0.09, atom 23 (H): 0.17, atom 24 (H): 0.17, atom 25 (H): 0.17

no.,largest force on an atom (hartree/bohr)
1,0.07631
2,0.07976
3,0.20477
4,0.05841
5,0.03812
6,0.03687
7,0.05261
8,0.02627